No. 1
Molecular formula: C22H36IrO2P2
Method: DFT, wB97M-V/def2-TZVPD

Last column: Löwdin charge in e.
Positions of all 63 atoms, in Å:
C  0.316  1.392  -0.611  -0.43
H  -1.279  -3.800  -1.666  0.06
H  1.805  -1.339  -5.368  0.13
H  0.319  -0.223  8.445  0.13
C  -0.851  0.634  6.814  0.04
H  -1.731  0.758  7.445  0.14
H  2.784  -0.903  -3.950  0.12
C  -2.288  2.478  0.710  -0.15
H  0.501  -0.277  -1.940  0.02
C  1.455  0.215  5.267  0.04
H  0.547  -1.841  2.707  0.04
O  1.198  0.455  2.495  -0.16
H  0.839  0.748  -5.551  0.12
P  -0.572  2.247  1.147  0.89
H  2.356  -0.542  7.024  0.13
H  -1.221  1.969  -2.652  0.10
H  -2.192  -1.457  -4.728  0.12
C  0.864  -1.729  -3.494  -0.15
H  1.842  -3.794  -0.388  0.07
Ir  0.422  -0.337  0.556  1.15
H  -1.177  -1.522  2.312  0.05
C  0.330  0.948  3.269  -0.50
H  -1.772  1.406  4.996  0.13
H  -1.305  -4.064  0.088  0.06
C  -0.207  0.090  -1.194  -0.46
H  2.372  -2.141  0.162  0.05
H  -0.311  2.170  -1.049  0.06
H  -2.926  2.801  1.542  0.08
H  1.649  3.050  1.240  0.08
H  0.606  4.089  0.220  0.08
C  0.296  0.054  7.386  -0.02
C  -1.627  0.555  -4.247  -0.16
C  -1.325  -3.298  -0.693  -0.23
C  -0.200  -1.830  1.901  -0.27
H  -1.267  0.029  -1.449  0.09
H  -2.351  3.235  -0.085  0.08
H  0.543  4.244  1.995  0.08
C  0.289  0.755  4.701  -0.11
H  -2.681  1.521  0.316  0.07
C  1.759  -0.884  -4.362  -0.16
C  0.657  3.535  1.166  -0.16
H  2.327  1.165  -4.713  0.12
H  1.374  1.606  -0.800  0.09
C  -1.245  -0.910  -4.582  -0.15
C  1.798  -2.718  -0.583  -0.23
H  1.357  -2.651  -3.135  0.10
C  -0.695  1.265  -3.310  -0.16
H  -1.724  1.109  -5.199  0.13
C  1.446  -0.122  6.613  -0.02
O  -0.639  1.734  2.727  -0.20
H  -0.299  -2.890  1.584  0.00
H  -2.627  0.568  -3.780  0.11
H  1.309  1.840  -2.773  0.11
C  1.376  0.615  -4.592  -0.16
C  0.658  1.259  -3.443  -0.12
H  -1.112  -2.304  -2.884  0.07
P  0.078  -2.219  -0.435  0.78
C  -0.881  0.974  5.457  0.03
H  -0.709  -0.943  -5.551  0.12
H  -2.265  -2.726  -0.627  0.08
H  2.304  0.064  4.614  0.13
H  2.188  -2.484  -1.579  0.03
C  -0.485  -1.630  -3.487  -0.14

Calculated values
- orbital gap (alpha / beta) (eV) = 6.4 / 4.5
- spin multiplicity = 6
- HOMO level (alpha / beta) (Ha) = -0.415 / -0.505
- charge = +2


No. 2
Molecular formula: C22H36MoN5O2S3Si
Method: DFT, wB97M-V/def2-TZVPD

Last column: Löwdin charge in e.
Positions of all 70 atoms, in Å:
C  -4.512  -1.911  1.135  0.00
C  2.055  -5.164  -1.402  -0.11
O  -0.006  -0.751  1.982  -0.70
S  -0.515  -2.030  -1.911  0.69
H  -3.418  3.538  0.318  0.03
C  3.445  1.371  -1.043  0.01
H  3.724  2.299  -1.522  0.14
H  1.336  1.784  -1.124  0.11
C  2.634  -5.076  -2.803  -0.13
O  4.370  -3.056  0.066  0.05
N  6.127  -1.725  0.596  0.23
H  -6.953  3.272  0.841  0.05
C  -0.436  1.201  3.783  -0.34
S  -0.900  -0.480  3.262  1.08
C  0.931  -3.057  -1.996  -0.72
H  1.626  1.207  3.077  0.08
C  2.112  1.092  -0.822  -0.09
H  -4.604  4.266  -0.747  0.05
H  -1.348  1.788  3.677  0.10
H  -6.150  -0.581  0.857  0.12
H  -0.217  1.111  4.848  0.10
C  0.721  1.807  3.009  -0.11
H  -5.933  2.442  2.010  0.04
H  1.718  -2.025  5.438  0.10
C  -4.032  3.352  -0.566  -0.20
H  0.465  1.951  1.960  0.05
H  -6.709  2.344  -2.274  0.05
C  4.403  0.436  -0.670  0.05
C  2.642  -0.940  0.143  -0.08
H  -5.398  1.252  -2.709  0.04
H  5.450  0.625  -0.875  0.14
H  3.867  -3.332  -2.468  0.12
H  -2.645  -2.998  1.273  0.13
H  -0.396  -2.528  4.217  0.10
N  -2.400  -1.093  0.499  -0.20
H  -6.783  0.657  -1.785  0.04
H  6.727  -2.518  0.770  0.14
H  2.310  -1.867  0.600  0.12
N  0.987  -4.146  -1.256  0.06
C  4.866  -1.949  0.216  -0.49
Si  -5.256  1.966  -0.335  0.53
H  -7.215  1.570  1.156  0.04
H  1.752  -1.941  -3.425  0.15
C  -5.079  -0.705  0.748  -0.01
C  3.993  -0.752  -0.077  -0.09
H  1.633  -0.324  5.008  0.08
N  1.713  -0.047  -0.221  -0.12
H  3.508  -5.721  -2.873  0.14
C  -3.147  -2.080  0.996  -0.10
C  -4.321  0.357  0.217  -0.18
H  6.486  -0.808  0.797  0.12
C  -2.977  0.064  0.130  -0.62
N  1.888  -2.754  -2.842  0.07
H  -3.383  3.220  -1.433  0.02
C  -6.108  1.504  -1.919  -0.15
H  0.164  -4.381  -0.725  0.14
Mo  -0.347  -0.669  0.025  1.17
S  -1.640  1.102  -0.522  0.72
C  3.038  -3.645  -3.103  -0.11
C  -6.440  2.331  1.050  -0.16
H  1.911  -1.551  3.752  0.07
H  -5.117  -2.713  1.532  0.13
C  -0.121  -1.511  4.504  -0.36
H  2.815  -4.974  -0.646  0.12
H  -0.687  -1.269  5.411  0.12
H  3.320  -3.514  -4.145  0.14
C  1.376  -1.329  4.674  -0.09
H  1.906  -5.424  -3.538  0.14
H  0.927  2.788  3.437  0.11
H  1.598  -6.134  -1.219  0.14

Calculated values
- orbital gap (alpha / beta) (eV) = 6.8 / 7.3
- spin multiplicity = 3
- energy relative to the best compared isomer or geometry (same formula, charge and spin) (eV) = 0.000
- HOMO level (alpha / beta) (Ha) = -0.626 / -0.630
- charge = +3


No. 3
Molecular formula: C22H36N2O9S5
Method: DFT, wB97M-V/def2-TZVPD

Last column: Löwdin charge in e.
Positions of all 74 atoms, in Å:
C  -0.469  -0.019  -2.738  0.07
S  -2.798  -1.644  0.999  0.67
H  -7.374  2.105  -3.909  0.11
S  2.668  -4.047  0.971  0.95
O  6.654  1.654  3.789  -0.33
H  4.403  2.820  -0.009  0.11
C  6.070  -2.619  2.307  -0.08
C  -7.990  2.604  -1.873  -0.21
H  6.445  -1.820  1.709  0.10
H  -8.103  2.014  -0.961  0.12
O  -1.357  -1.640  0.909  -0.33
H  -1.173  -0.082  -1.929  0.04
H  -4.241  -1.439  2.857  0.11
H  6.654  4.828  2.588  0.10
H  -1.213  -1.732  -3.662  0.13
H  3.751  1.949  2.423  0.11
H  -0.303  -3.202  -2.193  0.11
H  7.717  -3.099  3.583  0.10
H  7.849  3.532  2.336  0.10
H  0.191  -4.746  -0.600  0.12
H  -4.151  -0.646  -0.689  0.09
C  -4.100  0.680  1.044  -0.22
H  6.391  4.503  0.225  0.11
C  -5.807  3.528  -1.292  -0.23
H  -5.156  0.421  1.159  0.12
C  -3.274  -1.005  2.602  -0.23
S  5.825  2.728  3.306  0.66
O  -4.947  3.058  -3.731  -0.31
O  5.051  3.546  4.204  -0.32
C  -7.127  1.837  -2.884  -0.21
C  4.766  -4.193  3.196  -0.17
O  0.821  -3.203  -5.445  0.19
H  3.907  -4.813  3.349  0.11
H  -7.696  4.417  -0.686  0.12
H  -0.026  -4.703  -3.070  0.14
C  6.269  3.600  0.823  -0.22
H  1.174  -2.631  -0.199  0.07
S  -5.430  2.344  -2.580  0.68
H  4.195  4.049  1.242  0.12
H  -3.922  0.981  3.204  0.12
C  6.704  -3.292  3.290  -0.14
H  -5.117  4.366  -1.354  0.11
H  0.188  0.819  -2.916  0.08
C  -0.373  -1.061  -3.543  -0.19
H  1.608  -5.395  -1.453  0.12
C  1.051  -4.491  -1.217  -0.22
C  -7.260  3.914  -1.548  -0.22
C  6.801  3.805  2.247  -0.22
H  -5.698  3.021  -0.333  0.09
O  -3.568  -2.830  0.714  -0.32
O  -4.692  1.238  -2.016  -0.33
H  -7.203  0.761  -2.754  0.10
H  -2.529  -1.287  3.343  0.11
C  4.747  2.113  2.018  -0.25
C  1.865  -3.412  -0.510  -0.51
H  2.572  -2.989  -1.213  0.06
C  0.461  -3.919  -2.489  -0.17
S  3.805  -1.349  0.621  0.73
C  3.872  -2.812  1.329  -1.02
H  -7.321  4.593  -2.401  0.12
C  1.001  -2.667  -4.384  -0.54
O  1.483  -3.327  -3.305  0.02
N  5.888  -4.234  3.819  0.07
H  -8.988  2.786  -2.269  0.11
C  -3.443  -0.269  0.039  -0.24
H  -4.051  1.709  0.695  0.10
N  4.836  -3.201  2.255  -0.16
O  0.806  -1.320  -4.221  0.06
C  4.795  3.189  0.938  -0.22
H  6.831  2.804  0.331  0.12
H  -2.385  0.943  2.337  0.12
H  -2.609  0.205  -0.470  0.08
C  -3.382  0.501  2.388  -0.22
H  5.164  1.173  1.658  0.07

Calculated values
- orbital gap (eV) = 8.6
- structure (SMILES) = C=COC(=O)OCCCSC(=S)n1ccnc1.O=S1(=O)CCCC1.O=S1(=O)CCCC1.O=S1(=O)CCCC1
- HOMO level (Ha) = -0.327